Molecular formula: C2HAuO3
Method: DFT, ωB97M-V/def2-TZVPD

Geometry (Å):
C1 2.383 -0.323 -0.178
O1 3.469 -0.360 0.088
C2 -1.596 0.286 0.174
O2 -0.802 -0.273 0.983
O3 -1.388 0.216 -1.070
Au1 0.255 -0.577 -0.575
H1 -2.321 1.031 0.578

The calculation puts the energy above the lowest of the compared OMol25 structures with the same formula, charge and spin at 0.000 eV. As for the expectation value of S²: 2.023. The charge is +2. The calculation puts the LUMO energy (spin up / spin down) at -11.4290 / -17.2403 eV. As for the electronic energy: -437.1760 a.u. As for the multiplicity: 3.